P | This record from the Open Molecules 2025 dataset describes a molecular structure, CH5BS2. The level of theory is the ωB97M-V functional and the def2-TZVPD basis.

Last column: Löwdin charge in e.
Positions of all 9 atoms, in Å:
B1 -0.455 -0.118 -0.005  -1.0811
C1 1.595 0.434 0.379  -0.0700
S1 -1.455 1.041 -0.977  0.7353
S2 -0.902 -1.569 0.800  0.8012
H1 1.939 0.920 -0.557  0.0033
H2 1.960 -0.591 0.170  -0.0077
H3 1.866 0.893 1.306  -0.0096
H4 -2.560 0.436 -1.172  -0.2111
H5 -1.989 -1.446 0.057  -0.1603

## Properties
lowest unoccupied orbital energy	0.2863	eV
M	92.00	Da

---

Q | This record from the Open Molecules 2025 dataset describes a molecular structure, CH5BS2. The level of theory is the ωB97M-V functional and the def2-TZVPD basis.

Last column: Löwdin charge in e.
Positions of all 9 atoms, in Å:
B1 -0.178 0.057 -0.156  -0.8103
C1 -0.774 0.235 1.203  -0.1259
S1 1.989 -0.985 -0.135  0.3559
S2 -0.761 0.490 -1.762  0.8066
H1 -0.906 1.225 1.584  0.0735
H2 -0.175 -0.344 1.890  0.0612
H3 -1.723 -0.169 1.148  0.0433
H4 2.066 -0.760 -1.517  -0.2376
H5 0.461 0.253 -2.254  -0.1668

## Properties
lowest unoccupied orbital energy	0.2803	eV
M	92.00	Da

---

Which structure wins on stability? Q wins.

---

P | This record from the Open Molecules 2025 dataset describes 3 unconnected molecules or ions with the total composition C4H12O2. The level of theory is the ωB97M-V functional and the def2-TZVPD basis.

Last column: Löwdin charge in e.
Positions of all 18 atoms, in Å:
C1 -0.216 1.282 -1.514  0.0293
C2 -0.170 0.548 -0.407  -0.4351
C3 -0.083 1.189 0.944  -0.0811
C4 -0.252 -0.951 -0.450  -0.0786
H1 -0.320 0.797 -2.476  0.0585
H2 -0.156 2.359 -1.450  0.0560
H3 0.317 2.197 0.903  0.0697
H4 0.606 0.633 1.596  0.0751
H5 -1.066 1.172 1.435  0.0852
H6 -0.589 -1.323 -1.425  0.0750
H7 -1.008 -1.289 0.252  0.0633
H8 0.699 -1.389 -0.143  0.0813
O1 -3.588 -1.897 -1.432  -0.0605
H9 -3.417 -1.816 -0.485  0.0287
H10 -3.431 -2.821 -1.646  0.0339
O2 4.255 0.072 2.145  -0.0696
H11 3.987 0.689 2.834  0.0306
H12 4.430 0.547 1.319  0.0383

## Properties
lowest unoccupied orbital energy	0.7196	eV
M	92.14	Da

---

Q | This record from the Open Molecules 2025 dataset describes 2 unconnected molecules or ions with the total composition C4H12O2. The level of theory is the ωB97M-V functional and the def2-TZVPD basis.

Last column: Löwdin charge in e.
Positions of all 18 atoms, in Å:
C1 -3.116 -0.114 -1.033  -0.1087
C2 -1.722 0.029 -1.693  -0.2405
C3 -0.578 0.253 -0.675  -0.2324
C4 0.168 -0.947 -0.094  -0.3282
O1 1.059 -0.577 0.913  -0.1082
H1 -3.215 -1.103 -0.626  0.0593
H2 -3.925 -0.075 -1.667  0.0275
H3 -3.233 0.705 -0.263  0.0963
H4 -1.463 -0.677 -2.409  0.0720
H5 -1.808 1.070 -2.243  0.1331
H6 0.267 0.830 -1.235  0.1335
H7 -0.814 0.900 0.151  0.0972
H8 0.699 -1.422 -0.978  0.1268
H9 -0.541 -1.651 0.435  0.1336
H10 1.475 0.338 0.672  0.1158
O2 3.487 0.955 2.125  -0.0606
H11 3.248 1.832 2.430  0.0297
H12 4.428 0.902 2.398  0.0539

## Properties
lowest unoccupied orbital energy	0.6600	eV
M	92.14	Da

---

Which structure wins on stability? P wins.

---

P | This record from the Open Molecules 2025 dataset describes 3 unconnected molecules or ions with the total composition C4H12O2. The level of theory is the ωB97M-V functional and the def2-TZVPD basis.

Last column: Löwdin charge in e.
Positions of all 18 atoms, in Å:
C1 -0.152 1.841 -0.575  0.0150
C2 0.038 0.561 -0.254  -0.4406
C3 -0.776 -0.509 -0.954  -0.0736
C4 0.841 0.044 0.935  -0.0595
H1 0.095 2.505 0.255  0.0691
H2 -0.797 2.174 -1.373  0.0585
H3 -1.210 -0.078 -1.857  0.0740
H4 -0.132 -1.393 -1.021  0.0753
H5 -1.641 -0.885 -0.398  0.0728
H6 1.705 0.678 1.115  0.0755
H7 0.176 -0.212 1.753  0.0802
H8 1.258 -0.895 0.555  0.0748
O1 -2.231 -2.512 1.980  -0.0614
H9 -2.696 -1.951 2.609  0.0337
H10 -2.875 -3.208 1.801  0.0367
O2 3.115 1.057 -1.484  -0.0667
H11 3.093 1.999 -1.680  0.0344
H12 2.188 0.783 -1.408  0.0018

## Properties
lowest unoccupied orbital energy	0.6428	eV
M	92.14	Da

---

Q | This record from the Open Molecules 2025 dataset describes 3 unconnected molecules or ions with the total composition C4H12O2. The level of theory is the ωB97M-V functional and the def2-TZVPD basis.

Last column: Löwdin charge in e.
Positions of all 18 atoms, in Å:
C1 -0.584 0.269 -1.790  -0.0895
C2 -0.256 0.441 -0.328  -0.2149
C3 0.243 -0.530 0.435  -0.2035
C4 0.757 -0.326 1.834  -0.0902
H1 -1.400 0.917 -2.083  0.0714
H2 0.293 0.521 -2.390  0.0703
H3 -0.856 -0.760 -2.021  0.0810
H4 -0.414 1.436 0.069  0.1140
H5 0.183 -1.558 0.107  0.1149
H6 0.464 0.646 2.209  0.0740
H7 1.835 -0.450 1.913  0.0766
H8 0.293 -1.072 2.487  0.0738
O1 -3.206 -0.715 0.454  -0.0598
H9 -3.393 -0.702 1.399  0.0356
H10 -2.260 -0.540 0.359  -0.0135
O2 3.095 0.735 -0.671  -0.0638
H11 2.167 0.564 -0.434  -0.0095
H12 3.040 1.125 -1.551  0.0331

## Properties
lowest unoccupied orbital energy	0.8187	eV
M	92.14	Da

---

R | This record from the Open Molecules 2025 dataset describes 3 unconnected molecules or ions with the total composition C4H12O2. The level of theory is the ωB97M-V functional and the def2-TZVPD basis.

Last column: Löwdin charge in e.
Positions of all 18 atoms, in Å:
C1 0.323 0.995 -1.672  -0.0976
C2 0.992 0.628 -0.360  -0.1885
C3 0.818 -0.499 0.327  -0.1809
C4 1.745 -0.815 1.478  -0.1027
H1 0.613 0.268 -2.434  0.0795
H2 0.678 1.956 -2.027  0.0647
H3 -0.754 0.933 -1.588  0.0521
H4 1.890 1.206 -0.142  0.0964
H5 0.130 -1.273 0.025  0.0920
H6 2.623 -0.181 1.420  0.0677
H7 2.135 -1.821 1.288  0.0710
H8 1.261 -0.925 2.443  0.0657
O1 -2.014 0.964 0.951  -0.0512
H9 -1.416 0.774 1.695  0.0622
H10 -1.494 1.536 0.383  0.0252
O2 -2.222 -1.514 -0.648  -0.0735
H11 -2.181 -0.669 -0.177  -0.0162
H12 -3.127 -1.562 -0.961  0.0341

## Properties
lowest unoccupied orbital energy	0.8551	eV
M	92.14	Da

---

Which structure wins on stability? Q wins.